<1>
DFT (ωB97M-V/def2-TZVPD) results for an isolated molecule of C2H3BrOS.

Each line ends with the natural charge from an NBO analysis.
CARTESIAN COORDINATES (ANGSTROEM)
C (-0.63, 0.89, -0.22)  -0.29
O (-0.48, -0.33, 0.52)  -0.47
C (0.55, -1.07, 0.32)  0.19
S (0.78, -2.59, 1.33)  -0.16
Br (1.92, -0.49, -0.88)  0.10
H (-1.60, 0.97, -0.66)  0.21
H (0.13, 0.93, -0.99)  0.21
H (-0.68, 1.68, 0.58)  0.21

Calculated values
SMILES ... COC(=S)Br
HOMO ... -8.665 eV
E_LUMO ... -0.195 eV
Spin multiplicity ... 1

---

<2>
DFT (ωB97M-V/def2-TZVPD) results for an isolated molecule of C2H3BrOS.

Each line ends with the natural charge from an NBO analysis.
CARTESIAN COORDINATES (ANGSTROEM)
C (-0.16, -0.13, 0.15)  -0.27
O (-1.28, -0.93, -0.09)  -0.47
C (-2.50, -0.56, 0.10)  0.23
S (-4.01, -1.85, -0.07)  -0.24
Br (-2.88, 1.26, -0.01)  0.13
H (0.24, -0.47, 1.00)  0.20
H (-0.31, 0.97, 0.27)  0.21
H (0.47, -0.15, -0.75)  0.21

Calculated values
SMILES ... COC(=S)Br
HOMO ... -8.470 eV
E_LUMO ... -0.689 eV
Spin multiplicity ... 1

---

Which of them is least stable? Easy: <2>.

---

<1>
DFT (ωB97M-V/def2-TZVPD) results for a cluster of 2 separate species, C3H11NO2 in total.

Each line ends with the natural charge from an NBO analysis.
CARTESIAN COORDINATES (ANGSTROEM)
C (0.68, -2.05, -1.79)  -0.27
O (0.09, -0.74, -1.49)  -0.56
C (-0.44, -0.65, -0.15)  -0.08
C (-0.50, 0.86, 0.16)  -0.24
N (-1.58, 1.57, -0.50)  -0.83
H (-0.11, -2.81, -1.91)  0.17
H (1.51, -2.49, -1.21)  0.18
H (1.05, -1.78, -2.80)  0.20
H (-1.43, -1.14, -0.13)  0.17
H (0.21, -1.18, 0.58)  0.16
H (-0.54, 0.88, 1.26)  0.17
H (0.38, 1.46, -0.15)  0.22
H (-2.51, 1.19, -0.32)  0.35
H (-1.43, 1.50, -1.51)  0.36
O (1.85, 2.04, 3.36)  -0.94
H (1.88, 1.11, 3.06)  0.47
H (0.90, 2.23, 3.52)  0.47

Calculated values
SMILES ... COCCN.O
HOMO ... -9.280 eV
E_LUMO ... 0.733 eV
Spin multiplicity ... 1

---

<2>
DFT (ωB97M-V/def2-TZVPD) results for a cluster of 2 separate species, C3H11NO2 in total.

Each line ends with the natural charge from an NBO analysis.
CARTESIAN COORDINATES (ANGSTROEM)
C (0.45, 0.39, -1.87)  -0.63
C (-0.27, -0.46, -0.82)  -0.23
N (0.29, -0.19, 0.53)  -0.64
C (-0.08, -1.18, 1.47)  0.09
O (0.51, -2.47, 1.17)  -0.76
H (1.00, 1.21, -1.39)  0.20
H (1.20, -0.23, -2.37)  0.21
H (-0.19, 0.84, -2.62)  0.22
H (-0.07, -1.51, -1.03)  0.19
H (-1.33, -0.28, -0.79)  0.19
H (1.30, -0.12, 0.47)  0.36
H (0.27, -0.88, 2.46)  0.16
H (-1.16, -1.31, 1.47)  0.16
H (0.85, -2.85, 1.98)  0.47
O (-0.93, 3.00, 0.82)  -0.94
H (-1.32, 3.69, 0.28)  0.46
H (-0.52, 2.35, 0.23)  0.48

Calculated values
SMILES ... CCNCO.O
HOMO ... -9.283 eV
E_LUMO ... 0.919 eV
Spin multiplicity ... 1

---

Which of them is least stable? Easy: <1>.

---

<1>
DFT (ωB97M-V/def2-TZVPD) results for a cluster of 2 separate species, C3H11NO2 in total.

Each line ends with the natural charge from an NBO analysis.
CARTESIAN COORDINATES (ANGSTROEM)
C (-0.47, 0.23, -0.64)  -0.67
C (0.71, 0.45, 0.31)  0.08
O (1.81, -0.48, 0.16)  -0.72
C (0.24, 0.57, 1.80)  -0.24
N (-1.07, 1.09, 2.07)  -0.83
H (-1.15, 1.08, -0.75)  0.23
H (-0.36, -0.03, -1.69)  0.21
H (-1.11, -0.57, -0.22)  0.19
H (1.21, 1.36, -0.07)  0.15
H (1.91, -0.54, -0.80)  0.46
H (0.38, -0.44, 2.23)  0.20
H (1.01, 1.17, 2.27)  0.20
H (-1.07, 2.09, 1.87)  0.36
H (-1.80, 0.61, 1.59)  0.36
O (-0.22, -2.18, -3.05)  -0.94
H (-0.58, -1.73, -2.30)  0.47
H (0.57, -2.67, -2.78)  0.47

Calculated values
SMILES ... C[C@H](O)CN.O
HOMO ... -9.493 eV
E_LUMO ... 0.667 eV
Spin multiplicity ... 1

---

<2>
DFT (ωB97M-V/def2-TZVPD) results for a cluster of 3 separate species, C3H11NO2 in total.

Each line ends with the natural charge from an NBO analysis.
CARTESIAN COORDINATES (ANGSTROEM)
C (0.36, 0.47, 1.58)  -0.56
C (-0.50, -0.45, 1.14)  0.22
C (-1.94, -0.12, 0.91)  -0.66
N (-0.16, -1.75, 0.77)  -0.81
H (1.40, 0.25, 1.69)  0.19
H (0.05, 1.47, 1.86)  0.20
H (-2.59, -0.94, 1.19)  0.22
H (-2.05, 0.00, -0.17)  0.21
H (-2.34, 0.75, 1.40)  0.22
H (0.82, -1.95, 0.86)  0.38
H (-0.56, -1.93, -0.14)  0.39
O (0.64, -0.90, -2.39)  -0.96
H (1.57, -0.67, -2.27)  0.48
H (0.25, -0.11, -2.78)  0.47
O (1.79, 1.63, -1.41)  -0.96
H (2.13, 2.52, -1.57)  0.47
H (1.14, 1.72, -0.70)  0.49

Calculated values
SMILES ... C=C(C)N.O.O
HOMO ... -8.333 eV
E_LUMO ... 0.632 eV
Spin multiplicity ... 1

---

<3>
DFT (ωB97M-V/def2-TZVPD) results for a cluster of 2 separate species, C3H11NO2 in total.

Each line ends with the natural charge from an NBO analysis.
CARTESIAN COORDINATES (ANGSTROEM)
C (0.56, -0.24, -1.01)  -0.63
C (0.77, -0.76, 0.45)  -0.20
N (0.70, 0.21, 1.50)  -0.67
C (-0.51, 0.69, 1.91)  0.08
O (-1.00, 1.72, 1.00)  -0.76
H (0.76, -1.05, -1.75)  0.24
H (1.41, 0.44, -1.16)  0.20
H (-0.33, 0.29, -1.21)  0.18
H (0.07, -1.74, 0.59)  0.18
H (1.80, -1.26, 0.45)  0.20
H (1.58, 0.71, 1.51)  0.38
H (-0.58, 1.00, 3.00)  0.17
H (-1.34, -0.03, 1.64)  0.19
H (-0.45, 2.49, 1.00)  0.46
O (-1.04, -0.95, -2.97)  -0.92
H (-1.44, -1.45, -2.34)  0.46
H (-0.96, -0.06, -2.59)  0.47

Calculated values
SMILES ... CCNCO.O
HOMO ... -9.009 eV
E_LUMO ... 0.875 eV
Spin multiplicity ... 1

---

<4>
DFT (ωB97M-V/def2-TZVPD) results for a cluster of 2 separate species, C3H11NO2 in total.

Each line ends with the natural charge from an NBO analysis.
CARTESIAN COORDINATES (ANGSTROEM)
C (-0.07, 0.51, -2.25)  -0.61
C (-0.16, -0.73, -1.37)  0.08
O (0.86, -0.55, -0.42)  -0.73
C (-1.58, -0.91, -0.73)  -0.25
N (-1.70, -2.19, 0.10)  -0.86
H (-0.30, 1.31, -1.63)  0.20
H (-0.66, 0.42, -3.26)  0.21
H (1.11, 0.61, -2.57)  0.22
H (-0.03, -1.63, -2.02)  0.16
H (0.50, -0.53, 0.51)  0.47
H (-2.27, -0.78, -1.58)  0.20
H (-1.85, -0.13, 0.01)  0.19
H (-2.11, -2.94, -0.45)  0.37
H (-0.73, -2.42, 0.50)  0.36
O (2.80, 3.03, 5.14)  -0.96
H (2.50, 3.70, 4.46)  0.48
H (3.66, 3.22, 5.55)  0.48

Calculated values
SMILES ... C[C@@H](O)CN.O
HOMO ... -9.336 eV
E_LUMO ... 0.873 eV
Spin multiplicity ... 1

---

Which of them is least stable? Easy: <3>.

---

<1>
DFT (ωB97M-V/def2-TZVPD) results for a cluster of 4 separate species, C4H11O3 in total.

Each line ends with the natural charge from an NBO analysis.
CARTESIAN COORDINATES (ANGSTROEM)
C (-0.35, 0.94, -0.54)  -0.48
C (-0.90, -0.49, -0.64)  -0.42
C (-0.54, -1.45, -1.53)  -0.18
O (-3.04, -0.03, 0.93)  -1.07
C (1.13, 1.14, -0.59)  -0.06
O (1.67, 1.31, 0.66)  -0.90
H (-0.87, 1.43, -1.41)  0.19
H (-0.90, 1.28, 0.33)  0.25
H (-2.00, -0.46, -0.28)  0.37
H (-0.59, -0.77, 0.97)  0.34
H (-1.16, -2.32, -1.65)  0.19
H (0.33, -1.34, -2.18)  0.20
H (-2.70, -0.70, 1.54)  0.40
H (1.73, 0.39, -1.16)  0.12
H (1.27, 2.10, -1.16)  0.12
H (1.99, -0.14, 1.16)  0.50
H (1.22, -1.43, 0.92)  0.43
O (2.07, -1.17, 1.29)  -1.01

Calculated values
HOMO ... -3.736 eV
Charge ... -1
E_LUMO ... 0.670 eV
Spin multiplicity ... 1

---

<2>
DFT (ωB97M-V/def2-TZVPD) results for a cluster of 2 separate species, C4H11O3 in total.

Each line ends with the natural charge from an NBO analysis.
CARTESIAN COORDINATES (ANGSTROEM)
C (0.89, 0.82, -0.93)  -0.43
C (1.57, 0.08, 0.22)  -0.45
C (1.14, 0.64, 1.57)  -0.06
O (-0.30, 0.64, 1.70)  -0.81
C (-0.63, 0.42, -1.12)  -0.05
O (-1.00, -0.63, -0.28)  -0.95
H (1.10, 1.89, -0.86)  0.18
H (1.35, 0.39, -1.81)  0.18
H (2.65, 0.13, 0.13)  0.18
H (1.15, -0.92, 0.15)  0.24
H (1.51, 0.13, 2.45)  0.15
H (1.36, 1.73, 1.57)  0.14
H (-0.71, 0.06, -2.15)  0.13
H (-1.29, 1.28, -0.92)  0.13
H (-0.67, 0.03, 0.98)  0.50
H (-2.43, -1.52, -0.34)  0.52
H (-2.58, -2.98, -0.25)  0.44
O (-3.12, -2.20, -0.09)  -1.01

Calculated values
HOMO ... -3.906 eV
Charge ... -1
E_LUMO ... 4.200 eV
Spin multiplicity ... 1

---

<3>
DFT (ωB97M-V/def2-TZVPD) results for a structure of composition C4H11O3.

Each line ends with the natural charge from an NBO analysis.
CARTESIAN COORDINATES (ANGSTROEM)
C (-0.02, 1.40, 1.74)  -0.24
O (-1.05, 1.23, 3.27)  -0.68
C (-0.16, -0.02, 1.18)  -0.42
C (0.29, -0.16, -0.26)  -0.46
C (-0.45, -1.38, -0.83)  -0.02
O (0.24, -2.04, -1.87)  -0.89
H (-0.64, 2.14, 1.26)  0.22
H (1.09, 1.78, 1.79)  0.22
H (0.00, 1.53, 2.93)  0.39
H (-1.28, -0.20, 1.29)  0.22
H (0.24, -0.79, 1.84)  0.22
H (0.09, 0.77, -0.91)  0.20
H (1.43, -0.07, -0.43)  0.21
H (-1.56, -0.95, -0.98)  0.10
H (-0.53, -2.21, 0.00)  0.11
H (0.37, 0.14, -3.96)  0.43
H (0.81, -1.03, -2.68)  0.51
O (1.12, -0.15, -3.38)  -1.12

Calculated values
HOMO ... -3.699 eV
Charge ... -1
E_LUMO ... 3.172 eV
Spin multiplicity ... 1

---

Which of them is least stable? Easy: <1>.